The following is a quantum chemistry calculation of a 2-piece molecular cluster, C5H15NO overall, from the OMol25 dataset.

Structure (XYZ):
```
22
Properties=species:S:1:pos:R:3:forces:R:3
C 0.453 -2.250 0.461 -1.153 -0.355 0.715
C -0.250 -1.256 -0.445 -1.004 0.253 1.079
N 0.440 0.014 -0.447 0.706 0.028 -2.127
C 1.558 -0.269 -1.312 2.489 1.899 -1.513
C 0.579 0.943 0.678 3.067 0.270 -0.473
C 1.521 2.150 0.099 0.351 1.539 -0.609
H 1.438 -1.893 0.525 1.794 -0.193 -0.357
H 0.157 -1.971 1.510 -0.356 -1.328 -0.724
H 0.431 -3.330 0.103 -0.214 1.333 1.038
H -0.312 -1.570 -1.465 0.238 -0.363 -0.600
H -1.291 -1.113 -0.222 -0.683 0.079 0.774
H 2.123 0.555 -1.868 -1.124 -0.423 1.222
H 1.423 -0.951 -2.126 -1.610 -0.168 -0.698
H 2.346 -0.860 -0.917 1.276 -0.257 1.573
H 1.362 0.629 1.515 -2.278 -0.205 -0.841
H -0.485 1.121 0.946 1.076 0.531 0.543
H 2.656 1.899 0.149 -2.108 -0.258 -0.361
H 1.215 2.377 -0.975 0.550 -0.472 1.283
H 1.599 3.216 0.551 -1.038 -1.900 0.067
O -3.861 0.523 0.764 -0.005 -0.763 -1.880
H -4.528 1.186 0.795 -0.859 0.831 -0.039
H -3.487 0.515 1.610 0.887 -0.079 1.930
```
Positions in Å, forces in eV/Å.

Output
energy above the lowest of the compared OMol25 structures with the same formula, charge and spin = 3.3523 eV
SMILES = CCN(C)CC.O
Kohn-Sham gap = 8.791 eV
maximum force = 3.5 eV/Å
LUMO = 0.81 eV